Record 1
94
Properties=species:S:1:pos:R:3:forces:R:3 method="wB97M-V/def2-TZVPD" fmax_ha_per_bohr=0.011 molar_mass_g_mol=902.90 multiplicity=5 total_charge=-1 orbital_gap_ev="5.46 / 6.31"
Cr 2.1426 -0.4667 1.9896 0.400 0.016 0.274
O -0.1943 -0.1592 5.2568 -0.030 -0.008 0.038
C 0.5594 -0.0311 4.3201 0.048 -0.065 -0.122
O 0.8739 -0.9492 3.4419 0.049 0.157 0.169
C 1.2662 1.2840 4.0507 0.013 -0.061 -0.024
C 1.2514 2.4307 4.8128 -0.014 0.028 0.019
C 2.0791 3.4819 4.4201 -0.005 -0.003 0.007
C 2.9085 3.3605 3.3132 -0.031 0.044 -0.003
C 2.8492 2.1860 2.5898 -0.045 -0.006 -0.118
N 2.0237 1.2203 2.9626 -0.039 0.309 0.248
C 3.6835 1.7875 1.3857 0.010 0.019 -0.108
O 4.6263 2.4579 1.0390 -0.043 -0.029 -0.076
O 3.2738 0.6603 0.8560 0.083 0.047 0.112
H 0.6181 2.4767 5.6872 0.015 0.019 0.003
H 2.0871 4.3981 4.9966 0.003 -0.003 0.005
H 3.5848 4.1400 2.9942 -0.010 0.009 0.009
C -2.3485 -6.1847 0.8998 0.017 0.018 -0.018
C -1.6745 -4.8399 0.8512 -0.019 -0.017 -0.003
C -0.8281 -4.4217 1.8676 0.003 0.009 -0.022
C -0.2273 -3.1674 1.8391 0.049 -0.038 -0.097
C -0.4705 -2.3306 0.7639 -0.047 0.069 0.050
C -1.3055 -2.7323 -0.2749 0.011 -0.024 0.027
C -1.8984 -3.9784 -0.2236 -0.015 -0.001 -0.044
S 0.1377 -0.6275 0.5970 -0.436 -0.270 -0.137
O 0.5113 -0.5804 -0.8522 -0.197 -0.437 0.313
C -1.3632 0.2535 0.9241 0.191 0.128 0.158
C -2.0500 -0.3021 2.0467 0.022 -0.043 0.025
C -3.3991 -0.4518 2.0647 0.073 0.001 -0.027
C -4.1165 -0.2905 0.8323 -0.018 -0.045 0.015
C -5.4125 -0.8077 0.6535 0.009 0.009 0.029
C -6.0408 -0.7546 -0.5684 -0.007 0.022 -0.025
C -5.3756 -0.1869 -1.6629 0.011 -0.020 0.034
C -4.1188 0.3479 -1.4994 0.021 -0.084 -0.040
C -3.4690 0.3420 -0.2495 0.110 0.016 -0.112
C -2.1376 0.9472 -0.0776 -0.330 -0.245 -0.003
C -1.8531 2.1725 -0.7799 -0.059 0.037 -0.145
C -2.9775 3.0667 -1.1110 0.006 -0.009 0.041
C -4.1927 3.0362 -0.3856 -0.005 0.077 0.059
C -5.2416 3.8613 -0.6922 0.013 0.024 -0.025
C -5.1371 4.7738 -1.7565 -0.008 -0.029 0.010
C -3.9507 4.8859 -2.4252 0.005 0.002 -0.020
C -2.8395 4.0787 -2.0866 0.056 0.022 -0.002
C -1.5562 4.3502 -2.6408 -0.039 -0.059 0.028
C -0.4765 3.7123 -2.1247 0.009 -0.028 0.048
C -0.6104 2.6500 -1.1974 0.110 0.252 -0.052
S 0.9346 2.0969 -0.5093 0.153 0.087 0.086
O 1.6610 3.3158 -0.0312 -0.105 -0.067 -0.063
C 1.7296 1.6306 -2.0574 0.053 0.082 -0.014
C 1.1093 0.7916 -2.9717 -0.023 0.124 -0.271
C 1.7810 0.4317 -4.1285 -0.023 0.019 0.043
C 3.0668 0.9009 -4.3901 0.061 0.016 0.002
C 3.8003 0.5016 -5.6438 -0.008 0.003 0.024
C 3.6619 1.7486 -3.4632 0.008 -0.012 -0.058
C 3.0014 2.1144 -2.2980 0.031 0.031 0.025
H -2.2258 -6.6524 1.8759 0.005 0.000 -0.001
H -1.9342 -6.8601 0.1480 0.004 0.006 0.001
H -3.4164 -6.0872 0.6992 -0.002 -0.013 0.003
H -0.6396 -5.0776 2.7096 -0.003 0.015 0.007
H 0.3995 -2.8494 2.6564 -0.018 0.001 0.052
H -1.4916 -2.0581 -1.1023 -0.032 -0.010 0.018
H -2.5610 -4.2849 -1.0256 -0.008 0.008 0.011
H -1.4733 -0.6782 2.8848 0.006 0.021 -0.009
H -3.8983 -0.8481 2.9400 -0.010 -0.003 -0.016
H -5.9048 -1.2718 1.5015 0.006 0.000 -0.004
H -7.0370 -1.1631 -0.6874 0.005 -0.001 -0.002
H -5.8490 -0.1635 -2.6369 -0.005 0.003 0.004
H -3.6143 0.7995 -2.3456 -0.007 -0.016 0.010
H -4.2926 2.3575 0.4484 -0.005 0.067 -0.011
H -6.1500 3.8102 -0.1054 -0.002 0.004 -0.002
H -5.9757 5.4080 -2.0169 0.001 0.000 0.001
H -3.8257 5.6275 -3.2063 0.003 -0.004 0.002
H -1.4473 5.1158 -3.3992 -0.011 0.016 0.026
H 0.5216 3.9950 -2.4355 0.031 -0.031 0.015
H 0.1094 0.4247 -2.7797 0.074 0.085 -0.104
H 1.2957 -0.2226 -4.8443 -0.004 0.008 -0.008
H 3.1735 -0.1152 -6.2875 -0.001 0.001 -0.004
H 4.7009 -0.0675 -5.4048 0.000 -0.003 -0.005
H 4.1117 1.3789 -6.2139 -0.002 -0.003 -0.001
H 4.6596 2.1305 -3.6507 0.001 -0.008 0.010
H 3.4631 2.7773 -1.5791 0.027 -0.009 0.087
O 6.2776 -4.4280 1.6191 0.014 -0.059 -0.084
C 5.5322 -4.4869 0.5283 -0.013 0.034 -0.012
O 5.7648 -5.2464 -0.3809 0.020 -0.013 0.005
C 4.3631 -3.5686 0.4662 -0.001 -0.079 0.011
C 3.4891 -3.4791 -0.6047 0.036 -0.014 -0.003
N 2.5546 -2.5757 -0.2940 0.038 -0.029 -0.036
N 2.7676 -2.0773 0.9248 -0.002 -0.152 -0.323
C 3.8656 -2.6448 1.3956 -0.014 0.141 0.100
C 4.3733 -2.0635 2.6862 -0.016 0.009 -0.033
O 5.3631 -2.5593 3.2188 -0.009 0.028 0.060
O 3.7109 -1.0463 3.0928 -0.137 -0.143 -0.142
H 5.9585 -3.7328 2.2651 0.005 0.025 0.054
H 3.4993 -3.9988 -1.5472 -0.001 0.003 0.006
H 1.8254 -2.1493 -0.8676 -0.058 0.022 0.045



Record 2
94
Properties=species:S:1:pos:R:3:forces:R:3 method="wB97M-V/def2-TZVPD" fmax_ha_per_bohr=0.018 molar_mass_g_mol=962.51 total_charge=+1 orbital_gap_ev="5.01 / 4.90"
W -0.4304 0.1792 -0.7140 0.906 -0.049 0.209
C 4.9413 -0.5956 -4.5414 -0.016 0.023 0.009
C 4.9779 0.8080 -4.5483 0.007 -0.023 -0.002
C 3.9338 1.5589 -4.0407 -0.008 -0.009 -0.002
C 2.8562 0.8582 -3.5126 -0.051 0.071 0.003
C 1.6204 1.3027 -2.8958 0.054 -0.101 -0.038
N 0.8298 0.2267 -2.5527 0.074 0.005 -0.018
C 1.5510 -0.8963 -2.9092 0.070 0.077 -0.051
N 1.1921 -2.1453 -2.8063 -0.142 -0.042 0.034
C -0.0247 -2.4498 -2.3999 0.061 -0.004 -0.039
C -0.6028 -3.7485 -2.5902 0.103 -0.026 -0.040
C -0.0855 -4.9308 -3.1242 -0.021 0.013 0.001
C -0.9386 -6.0098 -3.1929 -0.030 0.005 0.012
C -2.2789 -5.9175 -2.7634 0.029 -0.002 -0.014
C -2.7938 -4.7445 -2.2571 0.032 0.002 -0.007
C -1.9235 -3.6566 -2.1709 -0.106 -0.011 0.043
C -2.1222 -2.3164 -1.6956 -0.107 0.004 -0.009
N -3.3014 -1.9187 -1.2494 0.138 -0.066 -0.038
C -3.5382 -0.6820 -0.9324 -0.017 0.164 -0.044
N -2.6344 0.3630 -0.9126 -0.247 0.004 0.014
C -3.3689 1.5018 -0.6890 -0.041 -0.160 -0.053
N -2.9437 2.7324 -0.7384 0.174 0.068 -0.048
C -1.7391 3.0228 -1.1938 -0.119 0.054 0.062
N -0.7073 2.1694 -1.5466 0.050 -0.134 0.058
C 0.2641 2.9643 -2.1354 0.076 0.038 -0.016
N 1.3786 2.5708 -2.7106 -0.153 0.070 0.066
C -0.1195 4.3479 -2.0749 0.078 -0.011 -0.046
C 0.5154 5.5100 -2.5138 -0.039 0.000 0.018
C -0.1554 6.6983 -2.3165 -0.012 0.002 0.001
C -1.4309 6.7342 -1.7188 0.019 -0.009 -0.012
C -2.0651 5.5814 -1.3067 0.040 -0.001 -0.008
C -1.3759 4.3833 -1.4889 -0.077 0.030 0.064
C -4.7749 1.1762 -0.4981 0.080 0.088 0.052
C -5.8805 1.9697 -0.2402 -0.020 -0.004 0.023
C -7.1007 1.3232 -0.1235 0.008 -0.012 -0.013
C -7.2079 -0.0645 -0.2789 0.017 0.002 -0.017
C -6.0983 -0.8478 -0.5552 -0.035 0.028 0.024
C -4.8807 -0.1944 -0.6519 0.066 -0.127 0.015
N -0.9457 -1.5940 -1.8229 0.034 -0.002 0.031
C 2.8201 -0.5237 -3.5067 -0.051 -0.084 0.021
C 3.8581 -1.2854 -4.0287 0.011 0.008 -0.010
H 5.7794 -1.1442 -4.9495 0.005 0.002 -0.008
H 5.8429 1.3068 -4.9643 0.002 0.003 0.000
H 3.9483 2.6398 -4.0502 0.003 0.009 0.003
H 0.9387 -4.9890 -3.4651 0.009 0.006 0.005
H -0.5800 -6.9500 -3.5893 -0.003 -0.009 -0.002
H -2.9130 -6.7903 -2.8407 -0.003 -0.008 -0.004
H -3.8224 -4.6613 -1.9363 -0.008 0.008 0.009
H 1.4881 5.4728 -2.9836 0.008 -0.005 -0.005
H 0.3007 7.6272 -2.6316 -0.003 0.006 0.004
H -1.9210 7.6896 -1.5884 0.003 0.010 -0.004
H -3.0479 5.5962 -0.8575 -0.011 -0.007 0.004
H -5.7875 3.0406 -0.1262 -0.003 0.007 -0.007
H -7.9921 1.8975 0.0888 -0.007 0.007 0.003
H -8.1798 -0.5298 -0.1854 -0.007 -0.001 0.009
H -6.1722 -1.9189 -0.6804 0.000 -0.007 -0.013
H 3.8163 -2.3656 -4.0280 -0.002 -0.006 0.006
B -2.5970 0.1465 2.3204 0.000 0.028 -0.058
N -1.6509 1.3438 2.0701 0.024 0.025 0.099
C -1.5734 2.3972 2.8792 0.057 -0.029 0.006
C -0.6567 3.2991 2.3675 0.033 -0.018 -0.012
C -0.1999 2.6948 1.2148 0.002 -0.007 -0.057
N -0.8087 1.5087 1.0272 -0.205 0.058 0.115
N -1.8361 -1.1355 1.9124 0.051 -0.034 0.127
C -1.9758 -2.2869 2.5649 0.022 0.006 -0.028
C -1.3411 -3.2926 1.8579 -0.005 0.010 -0.022
C -0.8177 -2.6482 0.7562 0.048 -0.007 0.018
N -1.1094 -1.3351 0.7881 -0.223 -0.024 0.030
H -3.6165 0.2581 1.7039 -0.040 -0.002 -0.104
H -2.7879 0.0822 3.5034 -0.044 0.014 -0.013
H -2.1679 2.4216 3.7759 -0.017 0.010 0.002
H -0.3601 4.2488 2.7740 0.009 0.009 0.000
H 0.5119 3.0686 0.5071 0.026 0.009 -0.030
H -2.5300 -2.3089 3.4871 -0.012 -0.005 0.008
H -1.2706 -4.3368 2.1031 0.007 -0.012 0.000
H -0.2433 -3.0751 -0.0422 0.006 -0.004 0.040
C 2.2653 -2.6397 0.6822 0.012 -0.045 -0.004
C 2.8017 -1.3363 1.1916 0.062 0.048 0.039
C 3.8581 -1.3744 2.0886 -0.022 -0.020 -0.041
C 4.4930 -0.2183 2.5045 0.024 0.010 0.041
C 4.1300 0.9923 1.9470 -0.006 0.008 -0.040
C 3.0872 1.0893 1.0354 0.056 -0.111 0.044
C 2.9092 2.4047 0.3396 0.004 0.084 0.011
C 2.3495 -0.0781 0.7370 -0.209 0.030 -0.002
N 1.1768 0.0085 -0.0115 -0.412 0.061 -0.341
H 3.0995 -3.3221 0.5174 -0.006 -0.010 0.013
H 1.7516 -2.5210 -0.2683 -0.001 0.005 -0.014
H 1.5915 -3.1103 1.3975 0.010 0.022 -0.005
H 4.1987 -2.3380 2.4466 -0.001 -0.007 -0.002
H 5.3042 -0.2682 3.2182 0.006 -0.001 0.001
H 4.6851 1.8890 2.1939 -0.001 0.009 -0.004
H 3.8540 2.6791 -0.1338 -0.009 0.008 0.010
H 2.6558 3.2006 1.0413 -0.001 -0.007 -0.005
H 2.1654 2.3693 -0.4440 -0.068 -0.005 -0.053